(1)
ORCA calculation (wB97M-V/def2-TZVPD) on a cluster of 5 separate species, C26H36NO18P in total in a non-equilibrium geometry.

Last column: Löwdin charge in e.
Cartesian coordinates (Å):
H: 1.932 5.578 -3.470  0.06
N: 0.985 5.772 -3.071  0.12
C: 1.056 5.254 -1.851  -0.34
C: 2.413 4.563 -1.331  -0.06
C: -0.243 5.381 -0.881  -0.19
O: -1.439 5.734 -1.624  -0.20
P: -2.109 4.348 -2.414  0.69
O: -1.740 4.474 -3.892  -0.29
O: -3.794 4.528 -2.266  -0.21
C: -4.520 3.636 -3.145  -0.23
C: -4.786 2.164 -2.509  -0.06
C: -5.489 2.330 -1.082  -0.37
O: -6.179 3.344 -0.790  0.07
O: -5.293 1.239 -0.155  0.03
O: -1.663 2.896 -1.665  -0.26
C: -0.819 2.052 -2.499  -0.21
C: 0.176 1.276 -1.473  -0.13
C: 0.476 -0.235 -1.873  -0.16
C: -0.161 -1.046 -3.024  -0.03
C: 0.212 -2.541 -3.255  -0.06
C: 1.237 -3.291 -2.350  -0.06
C: 1.938 -2.474 -1.201  -0.06
C: 1.547 -0.993 -0.995  -0.02
H: 3.293 5.299 -1.481  0.09
H: 2.545 3.601 -1.936  0.08
H: 2.307 4.391 -0.202  0.08
H: -0.358 4.492 -0.173  0.12
H: -0.007 6.293 -0.206  0.14
H: -4.097 3.540 -4.200  0.13
H: -5.574 4.099 -3.270  0.14
H: -5.536 1.619 -3.203  0.15
H: -3.776 1.634 -2.489  0.10
H: -4.365 0.910 -0.287  0.11
H: -1.528 1.326 -3.050  0.11
H: -0.141 2.607 -3.227  0.13
H: 1.162 1.854 -1.309  0.11
H: -0.356 1.257 -0.446  0.13
H: -0.915 -0.560 -3.722  0.08
H: -0.302 -3.106 -4.101  0.08
H: 1.498 -4.390 -2.486  0.08
H: 2.718 -2.939 -0.510  0.08
H: 2.080 -0.425 -0.144  0.08
O: 0.550 -5.733 -5.060  0.14
C: 1.620 -5.501 -5.547  -0.55
O: 1.801 -4.894 -6.752  0.06
C: 3.185 -4.596 -6.866  -0.13
C: 3.822 -5.587 -5.940  -0.14
O: 2.812 -5.810 -4.966  0.05
H: 3.524 -4.711 -7.897  0.14
H: 3.352 -3.562 -6.551  0.14
H: 4.051 -6.536 -6.435  0.14
H: 4.730 -5.201 -5.476  0.14
O: 2.894 1.436 1.850  0.14
C: 3.464 0.516 2.366  -0.55
O: 4.125 0.588 3.555  0.06
C: 4.460 -0.743 3.925  -0.13
C: 4.471 -1.467 2.614  -0.13
O: 3.535 -0.736 1.837  0.04
H: 5.429 -0.775 4.426  0.14
H: 3.694 -1.123 4.607  0.13
H: 5.448 -1.428 2.122  0.14
H: 4.165 -2.510 2.712  0.14
O: 0.255 -2.377 4.672  0.13
C: 0.128 -1.195 4.840  -0.55
O: -0.353 -0.332 3.903  0.06
C: -0.561 0.915 4.555  -0.13
C: 0.372 0.847 5.723  -0.12
O: 0.447 -0.546 5.991  0.07
H: -0.332 1.746 3.886  0.14
H: -1.610 0.984 4.860  0.14
H: 1.374 1.215 5.481  0.13
H: -0.005 1.390 6.591  0.14
O: -4.023 -1.532 8.571  0.15
C: -3.710 -2.177 7.611  -0.55
O: -4.561 -2.981 6.915  0.06
C: -3.881 -3.385 5.734  -0.13
C: -2.438 -3.243 6.109  -0.13
O: -2.458 -2.202 7.077  0.06
H: -4.143 -4.409 5.465  0.14
H: -4.169 -2.718 4.915  0.14
H: -2.035 -4.148 6.572  0.14
H: -1.812 -2.971 5.260  0.11

Forces on atoms 1 to 6 (eV/Å):
H -0.8 0.4 0.0
N 1.0 -1.8 3.5
C -0.1 0.8 -2.0
C -1.1 0.9 0.4
C 1.9 1.1 0.4
O -0.8 -4.0 0.2

Its SMILES is [H]/N=C(\C)CO[P@](=O)(OCCC(=O)O)OCCc1ccccc1.O=C1OCCO1.O=C1OCCO1.O=C1OCCO1.O=C1OCCO1. The value obtained for the orbital gap is 8.77 eV.

(2)
ORCA calculation (wB97M-V/def2-TZVPD) on a structure of composition C26H37AsN2O2S3Ti.

Last column: Löwdin spin population.
Cartesian coordinates (Å):
Ti: -0.166 1.353 -0.271  1.67
C: 3.876 1.298 -2.203  0.01
C: 2.394 1.454 -1.990  0.08
N: 1.883 1.304 -0.782  0.00
N: 2.851 1.100 0.213  0.01
C: 2.425 0.881 1.405  0.02
S: 0.799 0.720 1.985  0.03
S: 3.795 0.827 2.553  0.00
C: 3.229 -0.357 3.794  0.00
C: 3.009 -1.768 3.307  0.00
C: 3.781 -2.333 2.297  0.00
C: 3.601 -3.657 1.928  0.00
C: 2.645 -4.438 2.561  0.00
C: 1.864 -3.882 3.563  0.00
C: 2.044 -2.555 3.927  0.00
C: 1.569 1.768 -3.166  0.01
C: 2.246 2.088 -4.362  0.01
C: 1.601 2.424 -5.530  0.00
C: 0.207 2.449 -5.553  0.02
C: -0.495 2.144 -4.412  0.00
C: 0.145 1.806 -3.204  0.02
O: -0.627 1.542 -2.178  0.02
H: 4.344 0.887 -1.320  0.00
H: 4.058 0.647 -3.057  0.00
H: 4.336 2.266 -2.415  0.00
H: 4.023 -0.348 4.545  0.00
H: 2.326 0.027 4.266  0.00
H: 4.520 -1.724 1.790  0.00
H: 4.210 -4.079 1.138  0.00
H: 2.505 -5.473 2.272  0.00
H: 1.107 -4.478 4.057  0.00
H: 1.422 -2.119 4.701  0.00
H: 3.326 2.088 -4.369  0.00
H: 2.172 2.669 -6.415  0.00
H: -0.323 2.710 -6.461  0.00
H: -1.578 2.159 -4.397  0.00
C: -2.755 -0.774 -3.060  0.00
C: -2.882 -1.507 -1.733  0.00
As: -1.419 -1.155 -0.477  0.03
C: 0.050 -2.023 -1.446  0.01
C: 1.237 -2.331 -0.538  0.00
C: -1.853 -2.533 0.852  0.00
C: -1.338 -2.233 2.249  0.00
H: -3.616 -0.978 -3.700  0.00
H: -1.860 -1.086 -3.601  0.00
H: -2.674 0.303 -2.915  0.00
H: -2.910 -2.590 -1.881  0.00
H: -3.808 -1.226 -1.224  0.00
H: 0.341 -1.335 -2.244  0.00
H: -0.339 -2.931 -1.916  0.00
H: 1.595 -1.437 -0.024  0.00
H: 2.069 -2.738 -1.116  0.00
H: 0.979 -3.065 0.229  0.00
H: -1.458 -3.481 0.477  0.00
H: -2.943 -2.615 0.855  0.00
H: -1.613 -3.023 2.950  0.00
H: -0.255 -2.127 2.261  0.00
H: -1.747 -1.291 2.625  0.00
O: -1.496 2.818 0.594  0.03
S: -2.049 2.837 2.015  0.01
C: -3.450 1.698 1.988  0.00
C: -4.627 2.478 1.417  0.00
C: -4.570 3.835 2.118  0.00
C: -3.121 4.308 2.006  0.00
H: -3.621 1.382 3.020  0.00
H: -3.119 0.839 1.403  0.00
H: -5.570 1.959 1.587  0.00
H: -4.497 2.599 0.340  0.00
H: -4.846 3.715 3.168  0.00
H: -5.250 4.566 1.682  0.00
H: -2.804 4.992 2.791  0.00
H: -2.904 4.751 1.033  0.00

Forces on atoms 1 to 6 (eV/Å):
Ti -0.9 0.0 0.2
C 0.0 0.0 0.0
C -0.3 0.0 0.4
N 0.4 0.0 -0.3
N 0.0 0.0 -0.2
C -0.1 0.0 0.3

As for the expectation value of S²: 2.013. The value obtained for the orbital gap (spin up / spin down) is 5.88 / 7.45 eV. The calculation puts the energy relative to the best compared isomer or geometry (same formula, charge and spin) at 0.0 kcal/mol. Its spin multiplicity is 3.

(3)
ORCA calculation (wB97M-V/def2-TZVPD) on a structure of composition C26H37AuN2O2SSeSi3.

Last column: Löwdin spin population.
Cartesian coordinates (Å):
Au: 1.013 0.069 0.007  0.32
C: -2.595 -3.479 -0.491  0.01
Si: -1.617 -2.089 0.351  0.03
C: -0.449 -2.867 1.622  0.00
C: -2.842 -1.009 1.293  0.00
C: -0.648 -1.144 -0.971  0.28
Si: -1.591 0.235 -1.863  0.04
C: -1.937 1.737 -0.776  0.00
C: -3.240 -0.443 -2.500  0.02
C: -0.626 0.895 -3.353  0.00
Si: 0.330 -2.260 -2.112  0.04
C: 1.166 -3.756 -1.320  0.00
C: -0.642 -2.890 -3.606  0.01
C: 1.791 -1.199 -2.715  0.00
C: 2.463 -1.389 -3.918  0.00
C: 3.552 -0.596 -4.238  0.00
C: 3.957 0.383 -3.340  0.00
C: 3.241 0.533 -2.166  0.01
N: 2.196 -0.239 -1.873  0.06
H: -3.169 -4.047 0.245  0.00
H: -1.939 -4.183 -1.009  0.00
H: -3.298 -3.076 -1.223  0.00
H: -0.982 -3.085 2.551  0.00
H: 0.375 -2.194 1.864  0.00
H: -0.018 -3.803 1.261  0.00
H: -3.197 -1.541 2.179  0.00
H: -3.715 -0.749 0.689  0.00
H: -2.380 -0.082 1.636  0.00
H: -2.522 1.489 0.111  0.00
H: -2.495 2.484 -1.346  0.00
H: -1.007 2.208 -0.447  0.00
H: -3.887 -0.754 -1.677  0.00
H: -3.091 -1.304 -3.155  0.00
H: -3.769 0.325 -3.069  0.00
H: 0.296 1.389 -3.036  0.00
H: -1.226 1.635 -3.888  0.00
H: -0.355 0.113 -4.065  0.00
H: 0.434 -4.495 -0.989  0.00
H: 1.769 -3.468 -0.458  0.00
H: 1.825 -4.243 -2.043  0.00
H: -1.529 -3.430 -3.267  0.00
H: -0.046 -3.584 -4.202  0.00
H: -0.977 -2.081 -4.258  0.00
H: 2.120 -2.159 -4.599  0.00
H: 4.080 -0.732 -5.173  0.00
H: 4.808 1.019 -3.538  0.00
H: 3.501 1.297 -1.442  0.00
Se: 1.690 2.967 0.464  0.62
C: 3.471 3.331 1.042  0.05
C: 4.255 4.178 0.260  0.02
C: 5.550 4.450 0.670  0.00
N: 6.106 3.934 1.760  0.00
C: 5.348 3.131 2.502  0.00
C: 4.033 2.809 2.202  0.01
H: 3.857 4.615 -0.647  0.01
H: 6.180 5.113 0.085  0.00
H: 5.821 2.720 3.387  0.00
H: 3.464 2.165 2.853  0.00
O: -4.764 0.776 5.652  0.00
C: -4.168 1.720 4.893  0.00
O: -4.698 2.785 4.747  0.00
C: -2.861 1.368 4.259  0.01
C: -2.361 2.251 3.303  0.00
C: -1.153 2.018 2.676  0.01
C: -0.400 0.895 3.017  0.03
S: 1.189 0.568 2.333  0.37
C: -0.883 0.017 3.986  0.02
C: -2.105 0.247 4.592  0.00
H: -4.251 -0.036 5.674  0.00
H: -2.944 3.133 3.071  0.00
H: -0.787 2.710 1.930  0.00
H: -0.289 -0.845 4.261  0.00
H: -2.430 -0.462 5.346  0.00

Forces on atoms 1 to 6 (eV/Å):
Au 0.2 -0.1 0.1
C 0.1 0.2 0.1
Si 0.1 0.0 0.1
C -0.1 0.0 -0.2
C 0.1 0.0 -0.2
C 0.1 -0.1 0.1

As for the expectation value of S²: 2.014. The value obtained for the orbital gap (spin up / spin down) is 7.67 / 5.93 eV. The calculation puts the energy relative to the best compared isomer or geometry (same formula, charge and spin) at 8.0 kcal/mol. Its spin multiplicity is 3.